C4H8NOP | ωB97M-V/def2-TZVPD

XYZ file:
```
15
Properties=species:S:1:pos:R:3:forces:R:3:lowdin_charge:R:1
N 1.78046 1.10361 -0.91481 -1.6 -0.4 -0.5 -0.099
P 1.21092 -0.13491 0.04901 1.7 -2.7 2.9 0.652
O 2.39874 -0.86124 0.83499 -3.9 2.5 -2.6 -0.431
C 0.09955 -0.97256 -1.10269 0.9 -1.6 0.7 -0.174
C -1.15197 -0.95735 -0.67289 -0.5 1.6 -0.9 -0.175
C -1.54283 -0.17713 0.55400 1.7 0.8 -0.7 -0.244
C -0.28576 0.37114 1.23777 2.5 0.2 -1.1 -0.213
H 0.95617 1.61319 -1.29835 1.2 -0.1 0.4 0.076
H 2.30806 1.61095 -0.25174 1.0 1.5 0.3 0.025
H 0.44319 -1.66330 -1.88096 -0.1 0.8 -0.1 0.088
H -1.98142 -1.09090 -1.36067 -0.1 -1.1 0.1 0.107
H -2.06787 0.69911 0.10309 -0.6 -0.8 1.1 0.127
H -2.01241 -0.88330 1.20148 -1.3 0.2 0.5 0.102
H -0.31823 1.47738 1.38873 0.1 -1.0 0.0 0.085
H 0.16342 -0.13470 2.11306 -1.1 0.2 0.0 0.074
```
Forces are in eV/Å.

The value obtained for the LUMO energy is 0.6611 eV. As for the spin multiplicity: 1. As for the gap between HOMO and LUMO: 10.16 eV. Its structure (SMILES) is N[P@]1(=O)C=CCC1. For the energy relative to the best compared isomer or geometry (same formula, charge and spin), the calculation gives 11.0 kcal per mole. The total energy is -628.554695 Eh.